(1)
ORCA calculation (wB97M-V/def2-TZVPD) on a 2-piece molecular cluster, C4H13N3O2 overall.

HOMO level: -0.3273 Eh
Structure (SMILES): CC(N)=O.CON(C)N
Relative energy (zero: lowest compared OMol25 entry of this formula, charge and spin): 58.7 kcal per mole
Lowest unoccupied orbital energy: 0.033 Eh
Electronic energy: -12922.23381 eV

Last column: Löwdin charge in e.
Atoms and positions in Å:
H  -0.045  -1.865  -0.655  0.061
C  -0.807  -0.226  1.878  -0.009
N  2.417  1.147  -0.438  0.042
H  0.075  0.115  1.333  0.060
H  2.900  1.358  -1.315  0.084
H  1.471  -2.154  0.247  0.081
C  -1.972  -0.214  0.922  -0.612
H  1.274  -2.805  -1.403  0.086
O  1.620  -0.845  -1.352  -0.182
H  0.054  2.015  -0.882  0.085
N  1.278  0.378  -0.627  -0.300
N  -2.808  0.845  1.057  0.155
H  -0.625  -1.244  2.209  0.087
C  0.311  1.108  -1.425  -0.071
H  -3.586  0.931  0.425  0.108
H  -0.978  0.416  2.737  0.072
H  -2.649  1.572  1.729  0.095
H  -0.571  0.483  -1.540  0.076
C  1.039  -1.972  -0.743  -0.108
H  0.705  1.371  -2.412  0.084
O  -2.158  -1.065  0.078  0.022
H  3.055  0.652  0.177  0.086

***

(2)
ORCA calculation (wB97M-V/def2-TZVPD) on C21H26AuBrN4OSSi as an isolated structure.

HOMO level (spin up / spin down): -0.5158 / -0.5294 Eh
<S²>: 2.040
Multiplicity: 3
Lowest unoccupied orbital energy (spin up / spin down): -0.213 / -0.324 Eh
Charge: +2
Electronic energy: -122640.24854 eV

Last column: Löwdin charge in e.
Atoms and positions in Å:
H  -0.297  -2.317  3.332  0.120
C  0.147  3.531  -0.489  -0.090
C  -1.798  4.778  -1.240  -0.050
H  1.747  -3.855  -3.373  0.134
N  1.627  0.260  0.019  -0.107
H  3.945  -0.695  2.392  0.049
C  3.022  2.320  1.955  -0.182
C  2.891  -2.378  -2.263  -0.029
H  -0.420  -3.048  -2.526  0.131
H  4.562  -1.169  0.766  0.038
H  3.750  -0.754  -1.216  0.075
C  -3.415  -3.413  -0.033  -0.095
H  -1.727  -3.210  2.872  0.127
N  -3.187  -1.030  2.697  0.163
C  -2.146  -2.911  -0.189  -0.060
C  -2.000  2.671  -0.059  -0.167
C  -1.982  -1.678  -0.810  -0.257
H  -5.532  -3.204  -0.525  0.118
H  -3.838  -1.784  2.622  0.124
C  -1.868  -1.112  2.967  -0.816
H  -2.604  1.901  0.406  0.095
C  4.320  -0.308  1.418  -0.157
H  4.780  1.139  -1.249  0.047
S  -0.961  0.311  3.292  0.661
H  -1.283  -3.493  0.205  0.135
H  3.868  -2.663  -2.639  0.128
H  3.331  2.159  -1.530  0.040
H  1.220  3.335  -0.410  0.101
C  1.706  -3.038  -2.648  -0.002
H  -2.970  -0.051  -1.872  0.121
C  -4.529  -2.787  -0.602  -0.063
H  0.208  5.466  -1.477  0.127
H  2.734  1.925  2.931  0.035
H  -3.604  -0.111  2.723  0.114
H  4.578  2.624  -0.332  0.049
H  4.031  2.737  2.036  0.057
C  0.487  -2.601  -2.143  0.018
H  -2.295  5.614  -1.741  0.128
Br  -4.491  3.873  -0.788  0.817
C  0.435  -1.515  -1.252  -0.152
H  2.385  3.142  1.680  0.011
Au  0.099  0.886  1.319  0.815
H  5.264  0.206  1.659  0.057
C  -4.344  -1.606  -1.318  -0.057
H  -5.180  -1.168  -1.851  0.119
Si  3.175  0.970  0.659  0.414
O  -0.765  -0.993  -0.853  -0.026
C  -3.089  -1.011  -1.379  0.006
C  1.631  -0.801  -0.831  -0.231
C  -2.605  3.765  -0.711  -0.647
N  -1.273  -2.323  3.036  0.147
C  2.840  -1.305  -1.415  -0.023
N  -0.669  2.599  0.068  -0.058
C  4.028  1.782  -0.778  -0.164
H  -3.539  -4.320  0.572  0.120
C  -0.401  4.658  -1.085  -0.008